Below is a molecular structure, C34H57IrN3O2Si in a non-equilibrium geometry, with properties calculated with the ωB97M-V functional and the def2-TZVPD basis.

The geometry in XYZ format:
```
98
Properties=species:S:1:pos:R:3:forces:R:3:lowdin_spin:R:1
O -2.899 -0.046 1.375 -0.764 0.734 -0.665 0.002
O -3.852 1.362 -0.331 0.853 -0.116 -0.064 0.000
C -3.573 -1.335 1.116 0.287 0.774 0.324 0.000
C -3.273 -2.285 2.242 -0.074 -0.323 -0.105 0.000
H -3.185 -1.689 0.145 -0.008 0.221 0.466 0.000
H -4.646 -1.111 1.022 0.247 -0.315 -0.032 0.000
H -2.201 -2.490 2.331 -0.173 0.145 -0.034 0.000
H -3.774 -3.217 1.994 -0.020 -0.249 0.175 0.000
H -3.664 -1.938 3.204 0.071 -0.038 -0.185 0.000
C -3.508 0.785 2.478 1.000 -1.012 -0.424 0.000
C -5.009 0.858 2.498 -0.445 0.039 0.133 0.000
H -3.034 1.773 2.373 -0.095 -0.483 0.010 0.000
H -3.119 0.278 3.363 -0.133 0.466 0.159 0.000
H -5.463 1.219 1.567 0.242 -0.182 0.240 0.000
H -5.268 1.579 3.279 -0.035 -0.047 -0.020 0.000
H -5.469 -0.091 2.792 0.074 0.168 -0.116 0.000
C -3.368 2.794 -0.359 -0.324 -1.533 -0.348 0.000
C -4.572 0.714 -1.474 0.950 0.589 0.828 0.000
C -4.402 3.651 0.304 -0.010 0.296 0.027 0.000
H -3.183 3.005 -1.417 0.025 0.210 0.248 0.000
H -2.423 2.760 0.202 -0.217 0.060 -0.327 0.000
H -5.373 3.598 -0.197 0.255 0.055 0.148 0.000
H -4.029 4.670 0.239 -0.146 0.253 0.108 0.000
H -4.518 3.395 1.363 0.009 0.064 -0.277 0.000
C -5.953 1.288 -1.538 -0.151 -0.099 -0.285 0.000
H -4.558 -0.354 -1.218 0.011 0.417 -0.164 0.000
H -3.948 0.898 -2.358 -0.324 -0.143 0.064 0.000
H -6.478 1.228 -0.575 0.216 -0.010 -0.250 0.000
H -6.497 0.686 -2.260 -0.289 0.073 -0.138 0.000
H -5.933 2.320 -1.892 -0.123 -0.120 0.034 0.000
H -3.172 0.673 0.295 -0.631 0.023 0.425 0.000
N 2.198 -1.802 0.417 -1.809 0.533 0.839 0.405
C 3.224 -1.772 -0.412 0.675 -0.894 -0.375 0.204
C 3.524 -0.711 -1.272 0.321 -0.441 0.096 0.242
C 3.141 0.625 -1.321 0.714 0.025 -1.216 0.271
C 3.976 -3.050 -0.522 0.830 -0.168 -0.573 0.030
H 3.374 -3.831 -1.008 0.099 -0.001 0.295 0.010
H 4.350 -3.403 0.447 -0.206 -0.060 -0.202 0.004
H 4.839 -2.858 -1.156 0.168 -0.299 -0.023 0.001
C 3.656 1.525 -2.396 0.310 -0.102 -0.484 0.042
H 4.302 2.311 -1.977 -0.204 0.038 -0.215 0.011
H 2.825 1.990 -2.951 0.262 0.065 0.101 0.009
H 4.261 0.954 -3.117 -0.209 0.235 0.220 0.001
N 2.317 1.177 -0.405 0.521 1.947 1.091 0.444
C 1.893 -2.825 1.371 1.117 -0.630 -1.080 0.033
C 1.009 -3.827 0.934 -0.054 0.138 0.783 0.026
C 0.303 -3.828 -0.384 -0.266 -0.090 -0.611 0.004
C 0.782 -4.897 1.787 -0.049 -0.282 0.286 -0.003
H 0.090 -5.675 1.475 0.087 0.015 0.031 0.000
C 1.444 -5.012 3.002 -0.354 -0.320 0.278 0.020
H 1.265 -5.859 3.655 -0.086 -0.024 -0.144 0.001
C 2.356 -4.052 3.393 -0.528 -0.639 -0.041 -0.002
H 2.913 -4.131 4.320 -0.108 -0.172 -0.070 0.000
C 2.626 -2.991 2.566 0.129 -0.088 -0.037 0.028
C 3.724 -2.121 3.037 1.195 -0.490 1.054 0.005
C 2.540 2.511 0.093 0.705 -0.036 -0.105 0.098
C 1.785 3.601 -0.359 0.272 -0.103 0.446 0.019
C 0.753 3.487 -1.435 -0.501 -0.003 -0.284 0.004
C 2.045 4.858 0.190 0.212 0.133 0.234 0.063
H 1.473 5.718 -0.155 0.094 -0.195 0.030 0.004
C 3.022 5.043 1.164 -0.364 0.665 0.110 0.009
H 3.216 6.019 1.588 -0.165 0.130 -0.120 0.000
C 3.771 3.987 1.610 -0.184 -0.096 0.062 0.068
H 4.568 4.077 2.344 -0.213 0.308 -0.113 0.004
C 3.588 2.732 1.046 0.316 0.243 -0.936 0.057
C 4.677 1.848 1.377 0.242 -0.759 0.024 0.441
Ir 1.127 -0.007 0.526 -2.451 -1.849 -1.271 0.972
H -0.788 -3.728 -0.240 0.323 0.055 -0.079 0.001
H 0.454 -4.801 -0.882 -0.034 0.359 0.144 0.001
H 0.638 -3.043 -1.074 -0.079 -0.209 0.316 0.000
H 4.334 -1.778 2.210 -0.250 0.611 0.134 0.001
H 4.479 -2.542 3.711 -0.341 -1.252 -0.172 0.001
H 3.306 -1.385 3.726 0.329 0.151 -0.605 0.002
H -0.066 4.200 -1.250 0.233 -0.161 -0.053 0.000
H 0.317 2.484 -1.491 0.189 0.148 -0.047 0.004
H 1.173 3.744 -2.423 -0.106 -0.189 0.338 0.000
H 3.947 0.754 1.674 -0.166 -0.923 0.765 0.059
H 5.020 1.826 2.425 0.403 0.615 -0.903 0.008
H 5.205 1.223 0.647 -0.067 0.447 0.070 0.019
H 4.210 -1.020 -2.058 0.106 0.252 0.138 0.008
C -0.268 -0.319 -0.886 -1.592 0.007 -0.476 0.109
Si -0.256 -0.625 -2.763 0.290 -0.129 0.586 0.013
H -0.533 -1.234 -0.214 -0.487 1.086 -1.175 0.017
H -0.666 0.687 -0.473 -0.608 -1.175 -0.909 0.024
C -1.597 -1.843 -3.267 -0.159 0.106 0.014 0.002
C 1.323 -1.422 -3.413 0.204 -0.055 -0.046 0.009
C -0.427 0.990 -3.709 -0.129 0.119 -0.107 0.003
H -1.232 1.617 -3.295 0.213 -0.050 -0.187 0.000
H -0.666 0.771 -4.765 0.087 0.119 0.360 0.001
H 0.516 1.563 -3.689 -0.399 -0.188 0.008 0.000
H -1.614 -2.695 -2.569 -0.060 0.203 -0.253 0.000
H -1.375 -2.220 -4.280 -0.227 0.107 0.365 0.001
H -2.585 -1.358 -3.272 0.110 -0.270 -0.032 0.000
H 1.683 -2.242 -2.772 -0.043 0.286 -0.254 0.002
H 2.129 -0.677 -3.518 -0.252 -0.341 0.050 0.003
H 1.116 -1.844 -4.412 0.073 0.170 0.323 0.000
N 3.314 0.124 2.404 2.554 1.608 1.788 0.102
C 2.293 0.000 1.883 -0.917 1.842 1.864 0.083
```
Positions in Å, forces in eV/Å.

Its expectation value of S² is 6.04. As for the charge: +1. Its energy relative to the best compared isomer or geometry (same formula, charge and spin) is 139.5 kcal per mole. As for the spin multiplicity: 5. The energy is -2037.682107 Eh. Its orbital gap (spin up / spin down) is 0.1694 / 0.2215 Ha.